(1)
{"formula": "C5H10ClNSi", "method": "ωB97M-V with the def2-TZVPD basis set", "e_lumo_ev": 0.485, "total_energy_ev": -27234.2309, "homo_lumo_gap_ev": 8.0, "species": ["Cl", "Si", "N", "C", "C", "C", "C", "C", "H", "H", "H", "H", "H", "H", "H", "H", "H", "H"], "xyz": [[1.3820, -2.4744, 0.1653], [1.0162, -0.4908, 0.0363], [-0.4051, -0.4440, -0.9571], [-3.3654, -0.7933, 0.8001], [1.9666, 0.8625, 0.6603], [3.1253, 0.4935, 1.5966], [-4.1757, -1.2398, 0.0258], [-0.8250, 0.8067, -1.6173], [-0.3074, 1.7809, -1.2275], [-2.0366, 0.9179, -1.5827], [3.0693, 0.9408, 2.5146], [-0.4957, -1.1627, -1.6525], [-2.8559, -0.2951, 1.5687], [-0.6538, 0.5991, -2.6684], [1.9200, 1.8927, 0.1426], [-4.6184, -1.7738, -0.7457], [3.9526, 0.9849, 1.0851], [3.3068, -0.6051, 1.8559]], "mulliken_charge": [-0.24, 0.32, -0.14, -0.50, -0.28, -1.00, -0.31, -0.76, 0.24, 0.21, 0.35, 0.26, 0.41, 0.30, 0.24, 0.39, 0.28, 0.23]}

---

(2)
{"formula": "C3H3NO", "method": "ωB97M-V with the def2-TZVPD basis set", "e_lumo_ev": 0.232, "total_energy_ev": -6694.3338, "homo_lumo_gap_ev": 10.8, "species": ["O", "N", "C", "C", "C", "H", "H", "H"], "xyz": [[-1.1851, 0.7109, -0.9918], [1.7581, 0.8506, -0.2735], [-0.6961, 0.5716, 0.1192], [-0.0237, -0.7981, 0.1699], [1.0120, -0.0112, -0.5250], [-0.7015, -1.4774, -0.3452], [0.4585, -1.2671, 1.0257], [-0.6221, 1.4208, 0.8207]], "mulliken_charge": [-0.44, -0.44, -0.04, -0.25, 0.27, 0.25, 0.26, 0.39]}

---

(3)
{"formula": "C19H38Cl13N3O", "method": "ωB97M-V with the def2-TZVPD basis set", "e_lumo_ev": 0.418, "total_energy_ev": -189626.0746, "homo_lumo_gap_ev": 9.3, "species": ["Cl", "Cl", "Cl", "Cl", "Cl", "Cl", "Cl", "Cl", "Cl", "Cl", "Cl", "Cl", "Cl", "O", "N", "N", "N", "C", "C", "C", "C", "C", "C", "C", "C", "C", "C", "C", "C", "C", "C", "C", "C", "C", "C", "C", "H", "H", "H", "H", "H", "H", "H", "H", "H", "H", "H", "H", "H", "H", "H", "H", "H", "H", "H", "H", "H", "H", "H", "H", "H", "H", "H", "H", "H", "H", "H", "H", "H", "H", "H", "H", "H", "H"], "xyz": [[1.9775, -5.9290, -8.0544], [1.9948, -6.4507, -3.0862], [-0.8706, -3.5673, -0.9145], [3.7813, -4.0096, -6.2619], [0.7799, 5.3005, 0.9282], [1.6559, -0.9291, -2.7994], [0.4548, -5.3382, 0.9862], [3.3400, -7.7473, -6.2222], [3.8975, 1.7865, -4.0375], [-0.2202, -4.7691, -4.0117], [-1.1732, -0.3701, -2.3642], [6.5337, -4.6680, -6.9695], [5.7391, 0.0870, -5.5293], [0.3512, 1.3442, 4.6315], [-3.0507, 1.2717, 3.9965], [-0.2724, 3.1688, 3.1566], [0.0787, 5.4080, 5.5152], [0.1604, -0.3257, -3.5229], [-0.9754, 4.8772, 0.5189], [-1.1649, 4.8972, 6.1824], [4.8156, 0.2774, -4.0328], [-2.4671, 3.6057, 4.1874], [-2.4484, 4.8254, 5.2282], [-1.8153, 4.9433, 1.8761], [5.3116, -3.3926, -6.8966], [0.9510, -6.0263, -4.4480], [-0.0561, -5.1174, -0.6924], [-2.9958, -0.6476, 2.4021], [-0.5275, 2.1398, 4.1976], [-1.6884, -0.5463, 1.4717], [-2.6524, -0.1655, 3.9203], [-1.1276, 3.5194, -0.3021], [-2.0616, 2.1189, 4.7155], [-0.6788, -1.7147, 1.9516], [-1.6344, 3.6785, 2.8308], [2.7892, -7.4905, -7.8826], [-2.5661, 5.7871, 4.5995], [-2.9288, 4.9601, 1.5712], [-0.9356, 2.5839, 0.3401], [-2.1495, 3.4076, -0.8050], [-1.5785, -0.3816, 4.2187], [0.0383, -1.2227, 2.7038], [-0.1350, 5.8470, 4.6079], [-3.7393, 0.1305, 1.9841], [0.8181, -5.1497, -1.3343], [-0.7419, -5.9190, -0.9617], [0.7710, 4.6508, 5.4098], [-2.0480, 2.8165, 2.1820], [0.4092, -6.9154, -4.7660], [-0.0940, -0.9471, -4.3800], [0.4036, 3.8873, 3.4422], [-1.3725, 5.7296, -0.1457], [5.6691, -2.5968, -6.2465], [-1.3098, -2.4605, 2.5448], [3.6500, -7.5159, -8.5485], [0.3140, 0.7028, -3.8451], [2.0921, -8.2826, -8.1502], [-3.5758, 3.4718, 3.9544], [-1.2082, 0.4734, 1.7221], [-0.3477, 3.4731, -1.1457], [-3.5058, -1.6663, 2.3850], [4.1235, -0.5570, -3.9352], [-1.9194, -0.6403, 0.3555], [-0.1252, -2.1921, 1.0590], [-3.9964, 1.3811, 4.4020], [5.1464, -3.0034, -7.8998], [-3.3709, -0.7779, 4.5855], [-1.0236, 3.9080, 6.7249], [5.5052, 0.2860, -3.1905], [-2.1513, 1.9985, 5.8447], [-1.6324, 5.9281, 2.4300], [1.5714, -5.6615, -5.2639], [-1.4144, 5.6788, 6.9960], [-3.3731, 4.7433, 5.8864]], "mulliken_charge": [-0.12, -0.19, -0.08, -0.05, -0.25, -0.15, -0.18, -0.11, -0.15, -0.14, -0.10, -0.17, -0.18, -0.65, -0.07, -0.06, -0.63, -0.37, 0.22, -0.66, 0.02, -0.31, -0.76, -0.96, -0.13, 0.27, -0.04, -0.87, 0.12, 0.65, -0.53, -0.92, -0.10, -0.88, 0.02, -0.30, 0.26, 0.30, 0.14, 0.27, 0.31, 0.24, 0.26, 0.33, -0.09, 0.38, 0.33, 0.03, 0.32, 0.31, 0.34, 0.41, 0.03, 0.25, 0.28, 0.33, 0.30, 0.52, -0.18, 0.35, 0.36, 0.01, -0.14, 0.14, 0.27, 0.30, 0.27, 0.29, 0.31, 0.20, 0.35, -0.29, 0.33, 0.39]}